# 1
A 2-piece molecular cluster, C34H44N5O overall at a distorted geometry. Source: the Open Molecules 2025 dataset; level of theory: wB97M-V/def2-TZVPD.

XYZ file:
```
84
Properties=species:S:1:pos:R:3:forces:R:3:mulliken_charge:R:1
C 6.436 3.799 -0.480 0.14 0.02 -0.01 -1.03
N 5.006 3.746 -0.488 -0.08 -0.28 -0.49 0.07
C 4.445 2.643 0.240 -0.02 -0.12 0.00 -0.96
C 3.002 2.469 -0.176 0.47 0.03 -0.26 -0.07
N 2.301 3.719 0.013 -0.11 -0.52 0.85 0.50
C 0.907 3.573 -0.181 -0.80 -0.31 -1.11 -0.12
C 0.381 2.884 -1.229 1.12 1.19 0.69 -0.35
C -1.043 3.020 -1.615 -0.86 -0.24 0.24 -0.86
C -1.935 3.308 -0.397 0.05 0.09 -0.24 -0.29
C -1.391 4.453 0.453 0.17 0.27 0.01 -0.92
C 0.068 4.253 0.870 -0.16 -0.02 0.01 -0.32
C 2.873 4.870 -0.681 -0.02 -0.21 -0.34 -0.42
C 4.345 5.014 -0.353 -0.01 0.22 0.34 -0.83
H 6.756 4.537 -1.218 0.19 -0.09 0.06 0.34
H 6.860 4.065 0.499 0.07 0.04 0.04 0.34
H 6.805 2.811 -0.764 0.22 0.14 -0.02 0.33
H 5.003 1.743 -0.053 -0.05 0.12 0.26 0.47
H 4.495 2.760 1.344 0.10 0.03 -0.15 0.39
H 2.992 2.156 -1.235 0.03 -0.13 0.17 0.19
H 2.527 1.698 0.448 0.03 0.20 -0.28 -0.15
H 1.037 2.383 -1.949 -0.09 0.27 0.30 0.39
H -1.169 3.844 -2.345 0.17 -0.36 0.19 0.30
H -1.366 2.100 -2.117 -0.19 0.16 -0.03 0.28
H -2.940 3.563 -0.739 -0.03 -0.12 0.10 0.34
H -2.010 2.406 0.221 -0.01 -0.05 0.00 0.00
H -1.454 5.392 -0.113 -0.12 -0.16 0.02 0.31
H -1.999 4.571 1.354 -0.05 0.11 -0.16 0.42
H 0.100 3.636 1.787 0.16 0.11 -0.23 -0.03
H 0.534 5.211 1.151 -0.13 -0.28 -0.10 0.38
H 2.790 4.742 -1.778 -0.18 0.05 0.19 0.30
H 2.332 5.773 -0.373 0.03 -0.19 -0.17 0.30
H 4.451 5.457 0.660 0.10 -0.12 -0.15 0.33
H 4.806 5.692 -1.085 -0.15 0.02 0.30 0.44
C -1.508 -5.793 -1.844 0.38 -0.28 0.04 -0.93
N -1.783 -4.451 -1.388 -0.46 0.39 -0.05 0.25
C -2.904 -3.762 -1.766 -0.62 -0.90 -1.14 0.27
O -3.747 -4.168 -2.559 1.12 0.78 1.34 -0.68
C -2.879 -2.422 -1.041 -0.38 0.25 -0.81 -0.05
C -4.056 -2.231 -0.077 -0.05 -0.11 0.41 -0.58
C -5.388 -2.240 -0.790 -0.13 0.24 -0.21 0.54
C -6.352 -3.202 -0.494 0.07 -0.06 -0.23 -0.40
C -7.531 -3.269 -1.239 0.09 0.38 -0.18 -0.58
C -7.780 -2.334 -2.257 0.35 -0.14 0.43 -0.50
C -6.832 -1.339 -2.511 0.14 0.01 0.07 -0.68
C -5.641 -1.287 -1.781 -0.38 -0.44 0.02 -0.30
N -1.564 -2.446 -0.388 0.48 2.03 1.57 0.64
C -1.124 -1.391 0.311 -0.95 -1.07 -1.51 0.36
C 0.122 -1.350 0.929 1.79 0.65 1.14 0.65
C 0.720 -0.252 1.544 -1.49 -1.14 -0.38 -0.50
C 1.939 -0.356 2.308 0.97 -0.02 0.55 1.02
C 2.396 0.742 3.086 -0.31 -0.44 -0.46 -0.22
C 3.583 0.666 3.797 0.15 -0.02 0.19 -0.84
C 4.360 -0.504 3.755 -0.70 0.18 -0.31 0.66
C 5.605 -0.581 4.455 2.86 -0.17 1.55 -0.16
N 6.637 -0.656 5.014 -2.77 0.21 -1.48 -0.44
C 3.904 -1.614 3.030 -0.04 -0.19 0.01 -0.98
C 2.708 -1.550 2.338 -0.14 0.34 -0.18 -0.46
C -0.854 -3.730 -0.535 0.53 -1.10 -0.06 0.09
C -0.669 -4.495 0.787 -0.36 0.14 0.23 -1.59
C 0.514 -3.624 -1.228 -0.10 0.35 -0.30 -1.54
H -2.344 -6.118 -2.464 0.11 0.07 0.09 0.39
H -0.578 -5.817 -2.428 -0.31 -0.06 0.00 0.30
H -1.389 -6.472 -0.988 -0.15 0.10 -0.26 0.30
H -2.903 -1.611 -1.793 0.13 -0.39 0.27 0.32
H -4.031 -3.036 0.669 0.01 0.17 -0.04 0.39
H -3.918 -1.274 0.450 -0.01 -0.22 -0.05 0.38
H -6.150 -3.919 0.306 -0.15 0.12 -0.30 0.32
H -8.250 -4.057 -1.038 0.05 0.15 0.02 0.38
H -8.708 -2.378 -2.830 0.35 0.00 0.16 0.38
H -7.006 -0.607 -3.297 -0.02 -0.13 0.17 0.38
H -4.888 -0.526 -1.987 -0.23 -0.03 -0.09 0.39
H -1.800 -0.531 0.355 0.21 -0.23 -0.15 0.45
H 0.682 -2.281 0.951 -0.29 0.49 0.07 -0.90
H 0.205 0.714 1.512 0.20 -0.17 0.02 0.26
H 1.787 1.644 3.127 0.23 -0.10 -0.06 0.34
H 3.918 1.507 4.405 -0.10 -0.23 -0.25 0.49
H 4.487 -2.536 3.023 -0.15 0.33 0.01 0.47
H 2.380 -2.437 1.794 0.20 0.30 0.17 0.32
H -1.644 -4.745 1.221 0.20 0.06 -0.04 0.36
H -0.127 -5.425 0.579 -0.15 0.26 0.10 0.52
H -0.097 -3.918 1.518 -0.10 -0.23 -0.08 0.37
H 0.391 -3.220 -2.239 0.08 -0.06 0.13 0.37
H 1.209 -2.982 -0.683 -0.06 -0.20 -0.20 0.40
H 0.954 -4.625 -1.291 -0.11 0.29 -0.02 0.49
```
Positions in Å, forces in eV/Å.

Computed properties:
multiplicity = 1
total charge = +1
F_max = 3.3 eV/Å
Kohn-Sham gap = 4.9 eV
highest occupied orbital energy = -10.19 eV
total energy = -1670.724405 a.u.

---

# 2
C56H66AsCsOP2S as an isolated structure at a distorted geometry. Source: the Open Molecules 2025 dataset; level of theory: wB97M-V/def2-TZVPD.

XYZ file:
```
128
Properties=species:S:1:pos:R:3:forces:R:3:mulliken_charge:R:1
Cs 0.638 1.028 -0.624 -2.30 2.07 -0.26 1.53
C -2.271 3.548 -0.936 -0.11 -0.24 -0.43 -0.77
C -2.058 3.714 0.439 0.19 -0.35 0.60 0.24
C -2.767 2.642 1.103 0.54 0.54 0.25 -0.45
C -3.352 1.873 0.101 -0.13 -0.37 -0.75 -0.37
C -3.071 2.423 -1.160 0.17 -0.19 -0.04 -0.67
C -3.700 1.988 -2.458 -0.03 0.07 -0.01 2.59
C -5.194 2.353 -2.423 0.22 -0.11 -0.15 -1.99
C -3.047 2.701 -3.642 0.00 -0.20 0.19 -2.08
C -3.560 0.475 -2.661 -0.01 0.27 -0.04 -1.35
C -3.020 2.336 2.575 0.01 -0.01 0.05 3.23
C -3.746 3.512 3.251 0.11 -0.19 -0.03 -1.85
C -3.968 1.130 2.724 0.06 0.25 -0.02 -2.39
C -1.725 1.966 3.339 -0.13 -0.01 -0.04 -1.87
C -1.340 4.960 0.936 -0.03 0.14 0.02 2.59
C -2.378 6.082 1.119 0.19 -0.03 0.04 -1.79
C -0.315 5.458 -0.102 -0.12 -0.09 0.16 -1.91
C -0.555 4.770 2.235 -0.12 0.06 -0.13 -1.85
H -1.944 4.226 -1.707 0.11 0.08 -0.08 0.25
H -3.967 1.002 0.243 -0.16 -0.14 0.11 0.43
H -5.308 3.419 -2.243 -0.02 0.10 0.03 0.36
H -5.692 1.818 -1.619 -0.10 -0.05 0.12 0.33
H -5.680 2.101 -3.366 -0.14 -0.05 -0.17 0.51
H -3.268 3.764 -3.618 0.04 0.19 -0.01 0.32
H -3.423 2.298 -4.583 -0.04 -0.04 -0.14 0.59
H -1.964 2.566 -3.600 -0.04 0.07 -0.05 0.10
H -3.994 -0.055 -1.818 0.00 -0.15 0.13 0.28
H -2.503 0.205 -2.750 0.00 -0.05 0.02 -0.10
H -4.082 0.167 -3.568 -0.03 -0.14 -0.13 0.54
H -4.604 3.796 2.646 -0.14 0.06 -0.05 0.30
H -3.109 4.381 3.359 0.07 0.14 0.02 0.38
H -4.099 3.232 4.243 -0.02 -0.04 0.17 0.47
H -4.940 1.349 2.291 -0.14 -0.04 -0.11 0.49
H -4.113 0.911 3.782 0.01 -0.01 0.14 0.47
H -3.560 0.241 2.248 0.03 -0.11 -0.07 0.28
H -1.561 2.606 4.202 0.13 0.09 0.17 0.44
H -0.852 2.030 2.691 0.02 0.09 0.00 -0.05
H -1.785 0.944 3.712 0.04 -0.13 0.09 0.51
H -2.887 6.266 0.177 -0.06 0.01 -0.14 0.33
H -1.906 7.007 1.447 0.08 0.21 0.08 0.48
H -3.132 5.801 1.845 -0.12 -0.02 0.13 0.25
H -0.806 5.829 -0.997 0.00 0.00 -0.15 0.42
H 0.371 4.656 -0.388 0.00 0.02 -0.01 0.18
H 0.268 6.278 0.319 0.05 0.08 0.03 0.46
H -1.180 4.402 3.035 -0.02 -0.08 0.19 0.13
H -0.126 5.721 2.557 0.07 0.09 0.01 0.63
H 0.260 4.062 2.082 0.09 -0.12 0.03 0.10
O 2.446 -0.628 -0.357 1.50 -0.68 0.09 -1.10
S 2.397 -1.635 0.738 1.19 -0.96 -0.14 1.31
C 3.204 -3.089 0.051 -0.03 -0.33 0.10 0.48
C 3.786 -4.004 0.917 -0.12 0.01 0.12 -0.98
C 4.400 -5.138 0.422 0.00 -0.11 -0.14 -0.89
C 4.421 -5.358 -0.948 0.01 0.00 0.18 -0.96
C 3.770 -4.486 -1.802 0.10 0.02 0.02 -0.55
C 3.123 -3.352 -1.318 0.11 0.36 0.21 -0.33
P 1.991 -2.333 -2.348 -0.39 -0.56 -0.84 0.58
C 2.096 -3.288 -3.921 -0.01 0.23 0.02 0.57
C 3.229 -3.054 -4.701 -0.05 0.04 0.11 -0.05
C 3.356 -3.617 -5.957 0.13 0.00 -0.08 -0.87
C 2.340 -4.415 -6.460 -0.05 -0.06 -0.04 -0.53
C 1.210 -4.650 -5.696 -0.01 -0.06 -0.19 -0.76
C 1.085 -4.089 -4.437 0.08 0.00 0.15 -0.25
C 0.449 -3.071 -1.643 0.11 0.15 -0.02 0.52
C -0.720 -2.320 -1.694 0.18 0.14 0.00 -0.21
C -1.917 -2.838 -1.228 -0.28 0.04 0.01 -0.57
C -1.960 -4.116 -0.696 0.01 0.06 -0.07 -0.79
C -0.802 -4.875 -0.642 0.01 -0.09 0.00 -0.89
C 0.392 -4.363 -1.118 -0.04 0.06 0.04 0.14
C 3.662 -1.179 1.938 -0.16 0.28 0.60 -0.06
C 5.010 -1.502 1.895 -0.06 -0.05 -0.27 -0.48
C 5.834 -1.137 2.944 0.00 0.24 0.29 -0.86
C 5.320 -0.423 4.023 0.19 -0.12 -0.34 -0.92
C 3.994 -0.028 4.028 -0.19 -0.03 -0.02 -0.67
C 3.145 -0.407 2.993 0.32 -0.28 -0.47 -0.06
P 1.436 0.189 2.768 -0.50 0.13 1.21 0.55
C 1.235 1.055 4.370 -0.14 0.13 -0.22 0.48
C 0.643 0.482 5.488 0.03 -0.06 -0.12 -0.17
C 0.489 1.225 6.645 -0.03 0.02 0.15 -0.81
C 0.928 2.538 6.696 0.02 -0.01 0.08 -0.54
C 1.528 3.113 5.587 0.03 0.11 0.05 -0.82
C 1.674 2.376 4.428 -0.03 -0.13 -0.14 -0.18
C 0.479 -1.357 3.036 0.04 -0.02 -0.04 0.45
C 0.989 -2.482 3.680 -0.02 0.22 0.06 -0.08
C 0.242 -3.644 3.745 0.03 -0.12 0.04 -0.74
C -1.018 -3.698 3.171 -0.05 0.03 -0.03 -0.86
C -1.532 -2.582 2.531 -0.13 -0.11 -0.01 -0.61
C -0.784 -1.422 2.453 0.11 0.22 0.10 -0.65
H 3.760 -3.819 1.980 0.05 -0.05 0.09 0.59
H 4.857 -5.845 1.098 0.05 -0.04 0.06 0.44
H 4.910 -6.232 -1.351 0.06 -0.10 -0.04 0.42
H 3.741 -4.707 -2.858 -0.01 -0.01 -0.02 0.37
H 4.022 -2.430 -4.304 0.05 0.08 -0.06 0.44
H 4.239 -3.427 -6.550 0.05 0.01 -0.01 0.43
H 2.431 -4.849 -7.445 0.00 -0.03 -0.06 0.40
H 0.416 -5.271 -6.086 -0.07 -0.04 -0.03 0.42
H 0.196 -4.278 -3.856 -0.12 -0.02 0.06 0.39
H -0.689 -1.323 -2.122 -0.11 -0.01 -0.01 0.25
H -2.818 -2.245 -1.296 -0.04 0.08 0.03 0.44
H -2.892 -4.526 -0.334 -0.07 0.00 0.03 0.41
H -0.836 -5.878 -0.239 0.03 -0.07 0.04 0.42
H 1.281 -4.975 -1.091 0.04 -0.06 0.04 0.45
H 5.417 -2.034 1.048 0.02 -0.08 0.00 0.66
H 6.882 -1.395 2.924 0.07 -0.04 -0.05 0.42
H 5.963 -0.145 4.846 0.05 0.00 0.04 0.44
H 3.616 0.570 4.845 -0.03 -0.01 0.01 0.47
H 0.290 -0.540 5.452 -0.04 -0.01 0.01 0.42
H 0.019 0.779 7.511 -0.02 -0.01 0.03 0.38
H 0.802 3.114 7.602 -0.02 0.05 0.06 0.37
H 1.868 4.139 5.624 0.01 0.04 -0.02 0.42
H 2.127 2.821 3.549 -0.02 0.09 -0.01 0.37
H 1.970 -2.445 4.138 0.06 -0.01 0.02 0.55
H 0.640 -4.515 4.246 0.05 -0.06 0.05 0.44
H -1.594 -4.610 3.228 -0.08 -0.07 -0.02 0.41
H -2.516 -2.612 2.087 -0.07 -0.01 -0.05 0.59
H -1.184 -0.549 1.952 -0.09 0.04 -0.08 0.55
C -0.166 1.981 -5.636 0.00 0.07 0.01 -1.29
As 0.346 0.697 -4.234 -0.16 0.04 -0.60 0.35
C 2.161 0.465 -4.930 0.17 -0.07 -0.06 -1.13
C -0.511 -0.849 -5.098 0.05 -0.03 -0.05 -0.91
H 0.255 1.671 -6.594 0.03 -0.04 0.06 0.44
H 0.207 2.976 -5.388 -0.02 -0.05 0.01 0.39
H -1.249 2.036 -5.732 0.00 -0.02 0.08 0.35
H 2.125 0.074 -5.948 0.00 0.02 0.01 0.36
H 2.742 -0.213 -4.310 -0.01 0.00 0.05 0.13
H 2.657 1.438 -4.945 -0.03 -0.01 0.02 0.49
H -0.130 -0.974 -6.115 -0.02 0.06 0.06 0.46
H -1.588 -0.677 -5.138 0.06 0.00 0.06 0.49
H -0.322 -1.770 -4.548 -0.02 0.04 0.02 -0.04
```
Positions in Å, forces in eV/Å.

Computed properties:
multiplicity = 1
F_max = 3.1 eV/Å
Kohn-Sham gap = 4.8 eV
highest occupied orbital energy = -5.14 eV
total energy = -5585.471527 a.u.

---

# 3
A 5-piece molecular cluster, C6H24NO4 overall at a distorted geometry. Source: the Open Molecules 2025 dataset; level of theory: wB97M-V/def2-TZVPD.

XYZ file:
```
35
Properties=species:S:1:pos:R:3:forces:R:3:mulliken_charge:R:1
N -0.877 -7.157 7.044 -0.64 -0.77 -0.25 -0.04
H -0.690 -6.769 6.131 0.62 0.82 -0.11 0.32
H -1.268 -6.498 7.702 -0.38 0.96 0.27 0.39
H -0.041 -7.544 7.459 0.75 -0.66 0.13 0.33
H -1.526 -7.906 6.851 -0.17 -0.76 0.21 0.32
C 2.469 -10.297 9.054 -0.11 -0.68 0.03 -1.59
C 1.138 -9.974 8.362 -0.05 -0.98 1.47 0.79
C -0.130 -10.243 9.212 0.88 -0.33 0.01 -1.09
O 1.156 -8.599 8.076 0.16 1.16 -0.50 -0.61
H 2.566 -11.371 9.215 -0.04 0.00 0.11 0.38
H 2.617 -9.798 10.012 -0.47 0.04 0.16 0.42
H 3.342 -10.012 8.467 -0.14 0.04 -0.45 0.44
H 1.039 -10.566 7.453 0.21 0.14 -0.26 0.11
H -1.014 -10.144 8.582 -0.03 0.19 0.18 0.11
H -0.154 -9.587 10.081 -0.12 0.26 -0.18 0.31
H -0.125 -11.249 9.630 0.04 -0.16 -0.24 0.40
H 2.034 -8.277 8.295 0.04 0.20 -0.12 0.25
C -1.516 -3.039 7.867 -0.51 0.65 -0.78 -1.31
C -2.400 -4.127 8.421 -0.29 1.18 -1.38 0.54
C -3.473 -4.627 7.402 0.46 0.45 1.40 -1.24
O -1.550 -5.194 8.671 0.62 -2.07 0.82 -0.58
H -0.690 -2.873 8.560 0.02 0.33 -0.13 0.40
H -2.090 -2.130 7.688 0.12 0.25 0.40 0.39
H -1.142 -3.292 6.875 0.28 -0.32 0.07 0.24
H -2.771 -3.741 9.371 -0.79 -0.28 -0.05 0.26
H -4.080 -3.786 7.068 -0.07 -0.15 0.05 0.41
H -4.087 -5.368 7.914 -0.23 0.05 -0.16 0.31
H -3.019 -5.099 6.530 0.24 0.14 0.03 0.26
H -0.897 -4.984 9.343 0.00 0.17 0.13 0.24
O -0.234 -5.945 4.816 -0.08 0.18 -0.45 -0.63
H -0.899 -6.182 4.169 -0.26 -0.03 -0.39 0.30
H 0.417 -5.448 4.321 0.35 0.18 -0.02 0.28
O -2.541 -9.328 6.532 -0.02 0.17 -0.03 -0.72
H -3.106 -9.145 7.283 -0.43 -0.05 0.24 0.31
H -2.595 -10.276 6.417 0.06 -0.33 -0.19 0.30
```
Positions in Å, forces in eV/Å.

Computed properties:
multiplicity = 1
total charge = +1
F_max = 2.3 eV/Å
Kohn-Sham gap = 11.2 eV
highest occupied orbital energy = -13.71 eV
total energy = -598.499646 a.u.

---

# 4
A 2-piece molecular cluster, C6H12N2 overall at a distorted geometry. Source: the Open Molecules 2025 dataset; level of theory: wB97M-V/def2-TZVPD.

XYZ file:
```
20
Properties=species:S:1:pos:R:3:forces:R:3:mulliken_charge:R:1
C -0.598 -0.241 1.371 0.10 0.80 2.00 -0.91
C 2.701 1.920 0.433 -0.17 -0.17 1.85 -0.38
C 0.982 1.706 -1.405 -0.84 -1.04 -1.13 -0.15
C -1.024 -1.057 0.461 -1.27 -0.18 -1.15 1.08
C -2.449 -0.930 -0.040 0.43 0.50 -0.54 -1.44
C -0.205 -2.162 -0.076 -1.50 -0.43 -2.01 -1.44
N 0.315 2.085 -0.179 -0.05 0.70 0.73 -0.79
N 1.600 1.958 -0.188 -1.27 0.21 0.20 0.38
H -1.327 0.482 1.778 1.01 -0.17 -0.06 0.24
H 0.367 -0.463 1.831 -0.13 0.69 0.03 0.32
H 3.524 1.876 -0.159 2.31 -0.42 -1.54 0.28
H 2.817 1.875 1.500 -0.51 0.45 0.21 0.26
H 0.806 0.653 -1.641 0.47 0.03 -0.34 0.14
H 1.123 2.368 -2.245 0.06 0.42 0.00 0.27
H -2.484 -0.839 -1.122 -0.06 -0.54 -0.29 0.29
H -3.036 -0.087 0.284 0.55 0.98 0.53 0.38
H -3.082 -1.696 0.330 -0.33 -1.50 -0.13 0.38
H 0.808 -2.213 0.150 1.68 -0.06 1.60 0.41
H -0.086 -2.159 -1.166 -0.67 0.42 -0.31 0.32
H -0.752 -3.078 0.082 0.20 -0.69 0.37 0.35
```
Positions in Å, forces in eV/Å.

Computed properties:
multiplicity = 1
F_max = 2.8 eV/Å
Kohn-Sham gap = 8.9 eV
highest occupied orbital energy = -7.97 eV
total energy = -345.139320 a.u.